[1]
{"formula": "C4H19N2SiZn", "method": "wB97M-V/def2-TZVPD", "orbital_gap_ev": 2.7151, "charge": -1, "e_above_lowest_kcal_mol": 2.7, "spin_multiplicity": 1, "e_homo_ha": -0.0071, "species": ["C", "Zn", "N", "N", "H", "H", "H", "H", "H", "H", "H", "H", "H", "H", "C", "Si", "C", "C", "H", "H", "H", "H", "H", "H", "H", "H", "H"], "coordinates": [[-1.25, -1.79, -0.72], [-0.92, 0.02, -1.49], [-0.07, 1.89, -1.49], [-2.16, 0.39, -3.17], [0.89, 1.84, -1.82], [-0.73, -0.23, 0.94], [-1.01, -2.06, 0.30], [-0.66, -2.47, -1.36], [-2.31, -2.02, -0.87], [-1.60, 0.58, -4.00], [-2.81, 1.17, -3.04], [-2.73, -0.44, -3.37], [-0.53, 2.59, -2.07], [0.00, 2.29, -0.55], [0.58, -1.57, 2.62], [0.68, -0.12, 1.46], [0.93, 1.50, 2.35], [2.04, -0.33, 0.18], [-0.38, -1.54, 3.16], [1.40, -1.53, 3.34], [0.63, -2.51, 2.06], [1.60, 1.32, 3.21], [1.41, 2.26, 1.72], [-0.02, 1.90, 2.74], [2.95, -0.57, 0.75], [1.82, -1.15, -0.51], [2.23, 0.59, -0.39]]}

---

[2]
{"formula": "C4H19NO5S", "method": "wB97M-V/def2-TZVPD", "orbital_gap_ev": 8.6711, "smiles": "CN[C@H](CO)CS.O.O.O.O", "e_above_lowest_kcal_mol": 60.8, "spin_multiplicity": 1, "e_homo_ha": -0.3144, "species": ["C", "N", "C", "C", "O", "C", "S", "H", "H", "H", "H", "H", "H", "H", "H", "H", "H", "H", "O", "H", "H", "O", "H", "H", "O", "H", "H", "O", "H", "H"], "coordinates": [[0.78, 2.37, -1.71], [0.80, 0.93, -1.39], [0.25, 0.49, -0.08], [-1.24, 0.10, -0.53], [-1.65, -0.79, 0.55], [0.31, 1.49, 1.02], [-0.20, 0.93, 2.74], [0.29, 2.98, -0.94], [1.64, 2.84, -2.10], [-0.05, 2.48, -2.43], [1.77, 0.58, -1.43], [0.57, -0.59, 0.04], [-1.94, 0.97, -0.46], [-1.14, -0.40, -1.49], [-1.84, -1.55, -0.02], [-0.13, 2.45, 0.83], [1.32, 1.88, 1.20], [-1.01, -0.05, 2.32], [1.30, -2.85, 2.39], [2.14, -2.38, 2.30], [1.02, -3.05, 1.50], [-3.35, 2.58, 0.72], [-3.75, 2.18, 1.51], [-2.71, 1.84, 0.61], [-1.40, -3.67, -1.27], [-1.05, -4.29, -0.63], [-1.26, -3.87, -2.19], [3.33, -1.45, -0.11], [4.05, -0.83, 0.08], [3.13, -1.34, -1.04]]}

---

[3]
{"formula": "C4H19NO5Tl", "method": "wB97M-V/def2-TZVPD", "orbital_gap_ev": [11.2449, 4.3307], "charge": 2, "spin_multiplicity": 2, "e_homo_ha": [-0.6438, -0.6180], "species": ["Tl", "C", "C", "C", "O", "C", "N", "H", "H", "H", "H", "H", "H", "H", "H", "H", "H", "H", "O", "H", "H", "O", "H", "H", "O", "H", "H", "O", "H", "H"], "coordinates": [[-1.34, -1.06, -1.11], [2.18, -0.28, 2.70], [1.16, 0.10, 1.66], [1.71, 1.09, 0.66], [0.96, 1.09, -0.64], [1.44, 2.06, -1.57], [0.63, -1.06, 0.99], [1.62, -0.99, 3.30], [2.31, 0.63, 3.30], [3.14, -0.62, 2.32], [0.30, 0.60, 2.10], [2.67, 0.66, 0.36], [1.74, 2.03, 1.22], [0.86, 2.14, -2.49], [2.45, 1.92, -1.96], [1.33, 3.05, -1.13], [0.91, -1.65, 1.76], [1.39, -1.35, 0.39], [-0.64, -3.82, -0.63], [-0.20, -4.54, -1.09], [-0.48, -4.00, 0.30], [-2.28, 0.23, 1.38], [-2.94, -0.23, 1.89], [-2.04, 0.99, 1.92], [-2.13, 1.81, -1.46], [-1.89, 2.51, -0.85], [-2.41, 2.27, -2.25], [-3.27, -1.23, -3.36], [-4.13, -0.83, -3.43], [-3.05, -1.49, -4.25]]}

---

[4]
{"formula": "C4H19NO7", "method": "wB97M-V/def2-TZVPD", "orbital_gap_ev": 10.5635, "smiles": "CCC(=O)NCO.O.O.O.O.O", "e_above_lowest_kcal_mol": 25.9, "spin_multiplicity": 1, "e_homo_ha": -0.3797, "species": ["C", "C", "C", "O", "N", "C", "O", "H", "H", "H", "H", "H", "H", "H", "H", "H", "O", "H", "H", "O", "H", "H", "O", "H", "H", "O", "H", "H", "O", "H", "H"], "coordinates": [[-0.58, 0.90, 2.77], [-0.33, 0.68, 1.28], [1.02, 0.07, 0.99], [2.01, 0.23, 1.67], [1.02, -0.85, -0.07], [0.47, -0.46, -1.39], [1.30, 0.38, -2.09], [-0.16, 1.87, 3.05], [-1.64, 1.00, 2.95], [-0.17, 0.07, 3.33], [-0.42, 1.63, 0.71], [-1.12, 0.08, 0.82], [1.88, -1.36, -0.23], [0.37, -1.42, -1.90], [-0.51, -0.01, -1.29], [2.08, 0.76, -1.63], [-0.82, 2.17, -2.24], [0.14, 2.07, -2.14], [-0.96, 2.51, -3.15], [-2.94, 0.49, -1.85], [-2.61, -0.13, -1.17], [-2.32, 1.23, -1.80], [-0.05, -3.36, 1.34], [0.45, -2.57, 1.09], [0.55, -4.10, 1.30], [-2.24, -2.25, -0.16], [-1.37, -2.49, 0.26], [-2.82, -2.13, 0.60], [3.12, 1.76, -0.70], [3.93, 1.25, -0.54], [2.73, 1.97, 0.16]]}

---

[5]
{"formula": "C4H2", "method": "wB97M-V/def2-TZVPD", "orbital_gap_ev": 10.9248, "smiles": "C#CC#C", "e_above_lowest_kcal_mol": 0.8, "spin_multiplicity": 1, "e_homo_ha": -0.3616, "species": ["C", "C", "C", "C", "H", "H"], "coordinates": [[-1.88, -0.03, 0.00], [-0.68, 0.08, -0.02], [0.69, 0.04, 0.03], [1.89, -0.04, -0.02], [-2.96, -0.07, 0.02], [2.95, 0.02, 0.00]]}